(1)
Here is a cluster of 11 separate species, C35H39F10NO35S in total at a distorted geometry from OMol25. Energies are from the ωB97M-V functional and the def2-TZVPD basis.

Results
HOMO level   -10.32 eV
Max |F|   1.23 eV/Å
HOMO-LUMO gap   9.83 eV
Calculated total energy   -5442.08273 Eh
E_LUMO   -0.5 eV
Charge   0

CARTESIAN COORDINATES (ANGSTROEM)
N1 7.346 -0.389 -0.323
C1 6.312 -0.876 -0.207
O1 5.333 -1.727 -0.107
O2 4.300 -1.273 0.810
S1 3.720 0.275 0.315
O3 3.211 0.768 1.573
O4 2.522 -0.197 -0.586
C2 1.194 -0.356 0.007
C3 0.189 -0.566 -1.103
C4 -1.204 -0.235 -0.565
C5 -1.739 -1.212 0.486
O5 -1.538 -2.579 0.146
H1 1.229 -1.187 0.712
H2 0.947 0.554 0.547
H3 0.419 0.130 -1.911
H4 0.213 -1.589 -1.478
H5 -1.146 0.748 -0.083
H6 -1.918 -0.141 -1.384
H7 -2.800 -1.035 0.598
H8 -1.270 -0.999 1.453
H9 -0.609 -2.797 0.249
C6 10.431 -0.960 1.078
C7 10.209 -2.434 1.344
O6 11.506 -2.878 1.705
C8 12.180 -1.819 2.228
O7 13.194 -1.891 2.837
O8 11.521 -0.670 1.963
F1 9.798 -3.108 0.245
H10 10.742 -0.789 0.047
H11 9.572 -0.337 1.304
H12 9.520 -2.652 2.163
C9 -6.057 1.721 -1.123
C10 -5.670 0.267 -0.933
O9 -4.429 0.367 -0.250
C11 -4.418 1.540 0.430
O10 -3.639 1.807 1.291
O11 -5.420 2.328 0.020
F2 -5.475 -0.407 -2.088
H13 -5.633 2.144 -2.030
H14 -7.128 1.892 -1.096
H15 -6.362 -0.300 -0.308
C12 6.437 -1.642 -3.567
C13 5.277 -1.124 -4.386
O12 5.930 -0.418 -5.424
C14 7.156 -0.988 -5.605
O13 7.848 -0.814 -6.549
O14 7.452 -1.800 -4.563
F3 4.494 -0.271 -3.676
H16 6.760 -0.905 -2.832
H17 6.227 -2.589 -3.078
H18 4.650 -1.897 -4.824
C15 5.852 -4.891 -5.922
C16 4.822 -5.974 -6.172
O15 4.332 -6.232 -4.867
C17 4.489 -5.108 -4.125
O16 3.980 -4.895 -3.078
O17 5.313 -4.239 -4.765
F4 5.369 -7.101 -6.675
H19 6.823 -5.322 -5.677
H20 5.961 -4.185 -6.741
H21 3.989 -5.674 -6.810
C18 -7.401 2.167 3.185
C19 -8.329 1.179 3.865
O18 -9.365 1.036 2.902
C20 -8.837 1.298 1.676
O19 -9.369 1.039 0.647
O20 -7.633 1.882 1.800
F5 -8.852 1.664 5.011
H22 -7.701 3.194 3.398
H23 -6.351 2.030 3.428
H24 -7.891 0.199 4.061
C21 -2.779 -0.405 4.837
C22 -3.846 -1.251 5.499
O21 -4.802 -1.395 4.465
C23 -4.148 -1.288 3.271
O22 -4.610 -1.607 2.227
O23 -2.913 -0.780 3.462
F6 -4.421 -0.634 6.557
H25 -2.993 0.660 4.936
H26 -1.773 -0.604 5.192
H27 -3.516 -2.244 5.812
C24 0.658 2.778 2.586
C25 1.512 3.352 3.698
O24 0.547 3.660 4.689
C26 -0.513 2.828 4.515
O25 -1.375 2.650 5.310
O26 -0.432 2.209 3.316
F7 2.151 4.485 3.329
H28 0.287 3.571 1.935
H29 1.165 2.016 2.001
H30 2.242 2.656 4.115
C27 14.351 2.907 1.670
C28 13.303 2.509 2.689
O27 12.097 2.827 2.021
C29 12.325 2.739 0.681
O28 11.480 2.695 -0.146
O29 13.656 2.694 0.438
F8 13.388 3.232 3.831
H31 14.607 3.962 1.772
H32 15.251 2.301 1.706
H33 13.298 1.446 2.939
C30 -13.164 2.037 0.950
C31 -12.368 2.525 2.142
O30 -13.347 2.569 3.161
C32 -14.310 1.652 2.860
O31 -15.139 1.270 3.612
O32 -14.171 1.240 1.577
F9 -11.862 3.770 1.952
H34 -13.632 2.876 0.432
H35 -12.582 1.443 0.252
H36 -11.560 1.863 2.449
C33 -8.021 0.266 -6.697
C34 -9.038 -0.366 -5.767
O33 -8.435 -0.185 -4.499
C35 -7.625 0.902 -4.569
O34 -7.159 1.457 -3.631
O35 -7.433 1.263 -5.856
F10 -9.204 -1.686 -6.001
H37 -7.262 -0.462 -6.986
H38 -8.454 0.723 -7.581
H39 -10.017 0.116 -5.766

Here are the Löwdin charges for atoms 1 to 4, given in e: number 1, N, carries 0.2234; number 2, C, carries -0.3640; number 3, O, carries -0.0009; number 4, O, carries -0.2253

=====

(2)
Here is a structure of composition C35H39F3NOP2Se2Tl at a distorted geometry from OMol25. Energies are from the ωB97M-V functional and the def2-TZVPD basis.

Results
HOMO level   -12.81 eV
Max |F|   1.75 eV/Å
HOMO-LUMO gap   5.32 eV
Calculated total energy   -7444.26868 Eh
E_LUMO   -7.5 eV
Charge   +2
Relative energy (zero: lowest compared OMol25 entry of this formula, charge and spin)   194.1 kJ/mol

CARTESIAN COORDINATES (ANGSTROEM)
Tl1 -0.447 -0.028 -0.097
C1 -4.152 -2.004 0.457
Se1 -2.333 -2.261 1.082
C2 -1.773 -3.354 -0.426
C3 -0.435 -4.014 -0.190
Se2 1.014 -2.762 0.179
C4 1.065 -2.968 2.113
H1 -4.142 -1.653 -0.572
H2 -4.612 -1.262 1.101
H3 -4.686 -2.947 0.539
H4 -1.758 -2.713 -1.308
H5 -2.539 -4.116 -0.571
H6 -0.146 -4.569 -1.082
H7 -0.452 -4.708 0.651
H8 1.630 -3.871 2.335
H9 0.057 -3.048 2.508
H10 1.576 -2.104 2.530
C5 5.355 -2.012 -3.388
C6 6.001 -1.696 -2.199
C7 5.277 -1.223 -1.116
C8 3.898 -1.043 -1.222
C9 3.258 -1.371 -2.416
C10 3.982 -1.856 -3.496
P1 2.862 -0.271 0.055
C11 3.743 -0.563 1.625
C12 3.830 0.418 2.612
C13 4.406 0.134 3.844
C14 4.913 -1.131 4.101
C15 4.823 -2.120 3.129
C16 4.233 -1.841 1.905
C17 3.120 1.500 -0.267
C18 4.365 2.068 -0.199
C19 4.571 3.439 -0.438
C20 3.511 4.233 -0.748
C21 2.201 3.706 -0.854
C22 1.126 4.568 -1.182
C23 -0.146 4.113 -1.294
C24 -0.423 2.735 -1.072
C25 0.634 1.951 -0.749
C26 1.999 2.304 -0.612
H11 5.924 -2.386 -4.229
H12 7.073 -1.817 -2.117
H13 5.789 -1.000 -0.188
H14 2.183 -1.239 -2.505
H15 3.477 -2.112 -4.417
H16 3.461 1.418 2.417
H17 4.464 0.904 4.603
H18 5.381 -1.345 5.052
H19 5.211 -3.110 3.326
H20 4.166 -2.622 1.154
H21 5.215 1.448 0.060
H22 5.566 3.856 -0.372
H23 3.648 5.294 -0.914
H24 1.344 5.615 -1.350
H25 -0.961 4.776 -1.554
H26 -1.430 2.372 -1.146
F1 1.598 2.985 6.413
C27 1.215 1.713 6.296
F2 0.214 1.491 7.150
F3 2.243 0.933 6.655
C28 0.794 1.388 4.878
C29 0.174 0.177 4.615
C30 -0.160 -0.116 3.308
N1 0.102 0.711 2.287
C31 0.678 1.882 2.559
C32 1.039 2.265 3.840
H27 -0.041 -0.526 5.408
H28 -0.658 -1.042 3.065
H29 0.859 2.539 1.719
H30 1.507 3.223 4.016
C33 -5.195 1.415 1.090
P2 -3.736 2.166 0.389
C34 -4.234 2.785 -1.210
C35 -3.360 3.577 1.412
O1 -2.566 1.202 0.300
H31 -5.978 2.163 1.222
H32 -4.954 0.978 2.059
H33 -5.563 0.638 0.421
H34 -5.158 3.358 -1.127
H35 -4.401 1.938 -1.877
H36 -3.462 3.424 -1.639
H37 -4.177 4.299 1.392
H38 -2.445 4.056 1.061
H39 -3.208 3.240 2.439

Here are the Löwdin charges for atoms 1 to 4, given in e: number 1, Tl, carries 0.9135; number 2, C, carries -0.3410; number 3, Se, carries 0.9777; number 4, C, carries -0.5450

=====

(3)
Here is a structure of composition C35H39N2O8P3Ti at a distorted geometry from OMol25. Energies are from the ωB97M-V functional and the def2-TZVPD basis.

Results
HOMO level (spin up / spin down)   -10.39 / -10.54 eV
Max |F|   1.97 eV/Å
HOMO-LUMO gap (spin up / spin down)   7.71 / 7.87 eV
Calculated total energy   -3942.33083 Eh
E_LUMO (spin up / spin down)   -2.7 / -2.7 eV
Charge   +1
Multiplicity   2
Relative energy (zero: lowest compared OMol25 entry of this formula, charge and spin)   55.2 kJ/mol

CARTESIAN COORDINATES (ANGSTROEM)
Ti1 0.212 -0.323 -0.109
C1 -3.143 -1.646 2.248
C2 -1.884 -2.479 2.091
O1 -1.974 -3.653 2.873
P1 -0.388 -1.537 2.610
O2 -0.492 -1.399 4.169
O3 0.826 -2.498 2.302
O4 -0.201 -0.206 1.931
P2 -1.480 -2.933 0.349
O5 -2.781 -3.456 -0.375
O6 -0.398 -3.955 0.457
O7 -1.121 -1.607 -0.338
H1 -3.278 -1.360 3.290
H2 -4.004 -2.232 1.931
H3 -3.080 -0.748 1.633
H4 -1.355 -4.313 2.529
H5 0.151 -0.794 4.575
H6 0.597 -3.208 1.636
H7 -2.877 -4.416 -0.366
C3 2.438 -2.501 -0.636
C4 3.080 -1.686 -1.758
C5 2.244 -1.722 -3.010
C6 2.629 -2.534 -4.068
C7 1.848 -2.638 -5.206
C8 0.652 -1.948 -5.271
C9 0.227 -1.120 -4.235
C10 -1.167 -0.537 -4.338
C11 -2.200 -1.471 -3.697
C12 1.060 -0.980 -3.113
N1 0.674 -0.083 -2.054
C13 0.393 1.143 -2.422
C14 -0.375 1.953 -1.553
C15 -0.961 3.214 -1.640
C16 -1.734 3.367 -0.485
C17 -1.585 2.200 0.262
N2 -0.774 1.336 -0.374
H8 3.013 -2.436 0.288
H9 2.329 -3.548 -0.917
H10 1.423 -2.142 -0.439
H11 4.069 -2.092 -1.973
H12 3.209 -0.658 -1.428
H13 3.555 -3.090 -3.991
H14 2.163 -3.261 -6.032
H15 0.018 -2.055 -6.143
H16 -1.403 -0.405 -5.394
H17 -1.254 0.445 -3.875
H18 -2.141 -2.467 -4.138
H19 -3.209 -1.087 -3.845
H20 -2.021 -1.562 -2.625
H21 0.695 1.494 -3.407
H22 -0.849 3.920 -2.448
H23 -2.339 4.219 -0.223
H24 -2.016 1.957 1.221
O8 1.965 0.431 0.393
P3 2.797 0.998 1.544
C18 4.538 0.945 1.087
C19 5.560 0.672 1.995
C20 6.883 0.719 1.582
C21 7.192 1.044 0.270
C22 6.180 1.347 -0.631
C23 4.858 1.307 -0.223
C24 2.417 2.723 1.847
C25 1.453 3.371 1.086
C26 1.221 4.726 1.282
C27 1.954 5.426 2.226
C28 2.930 4.781 2.978
C29 3.167 3.432 2.790
C30 2.623 0.107 3.100
C31 3.192 -1.161 3.226
C32 3.079 -1.859 4.417
C33 2.394 -1.299 5.487
C34 1.804 -0.046 5.362
C35 1.917 0.657 4.170
H25 5.331 0.429 3.024
H26 7.672 0.501 2.290
H27 8.225 1.072 -0.051
H28 6.419 1.621 -1.649
H29 4.066 1.569 -0.914
H30 0.891 2.820 0.347
H31 0.463 5.227 0.695
H32 1.772 6.481 2.378
H33 3.509 5.333 3.706
H34 3.936 2.930 3.365
H35 3.714 -1.609 2.390
H36 3.521 -2.842 4.510
H37 2.315 -1.840 6.421
H38 1.261 0.385 6.192
H39 1.447 1.626 4.067

Here are the Löwdin charges for atoms 1 to 4, given in e: number 1, Ti, carries 0.9654; number 2, C, carries -0.0338; number 3, C, carries -0.5826; number 4, O, carries -0.0165

=====

(4)
Here is a structure of composition C35H39N6O3PPtSe at a distorted geometry from OMol25. Energies are from the ωB97M-V functional and the def2-TZVPD basis.

Results
HOMO level (spin up / spin down)   -10.76 / -13.75 eV
Max |F|   1.03 eV/Å
HOMO-LUMO gap (spin up / spin down)   5.78 / 6.00 eV
Calculated total energy   -4772.99940 Eh
E_LUMO (spin up / spin down)   -5.0 / -7.7 eV
Charge   +2
Multiplicity   5
Relative energy (zero: lowest compared OMol25 entry of this formula, charge and spin)   34.3 kJ/mol

CARTESIAN COORDINATES (ANGSTROEM)
Pt1 0.294 0.174 -0.992
N1 -1.333 0.768 -2.605
C1 -2.308 -0.307 -2.856
C2 -3.728 0.245 -3.075
C3 -4.439 0.930 -1.867
C4 -5.795 0.311 -1.473
N2 -5.676 -0.983 -0.819
C5 -5.661 -1.182 0.498
N3 -5.105 -2.288 0.979
N4 -6.219 -0.296 1.335
C6 -2.271 -1.389 -1.756
O1 -2.998 -2.373 -1.952
O2 -1.526 -1.215 -0.746
H1 -1.805 1.639 -2.388
H2 -0.752 0.919 -3.422
H3 -2.014 -0.861 -3.746
H4 -4.337 -0.569 -3.469
H5 -3.653 0.978 -3.880
H6 -4.650 1.965 -2.138
H7 -3.797 0.945 -0.978
H8 -6.401 0.189 -2.371
H9 -6.328 0.989 -0.809
H10 -5.157 -1.678 -1.349
H11 -4.427 -2.760 0.382
H12 -5.160 -2.533 1.950
H13 -6.831 0.422 0.994
H14 -6.278 -0.514 2.314
O3 0.420 -1.289 -3.239
C7 1.152 -1.429 -2.286
C8 2.386 -1.928 -1.895
C9 3.009 -2.904 -2.736
C10 4.190 -3.477 -2.349
C11 4.797 -3.140 -1.127
C12 4.196 -2.219 -0.289
C13 3.006 -1.600 -0.658
P1 2.148 -0.400 0.354
C14 3.145 1.098 0.572
C15 4.434 1.184 0.057
C16 5.146 2.370 0.169
C17 4.575 3.470 0.791
C18 3.291 3.386 1.316
C19 2.575 2.207 1.198
C20 1.953 -1.172 1.976
C21 2.123 -0.473 3.169
C22 1.934 -1.123 4.379
C23 1.578 -2.463 4.403
C24 1.415 -3.164 3.214
C25 1.591 -2.521 2.001
H15 2.531 -3.170 -3.669
H16 4.664 -4.204 -2.995
H17 5.728 -3.611 -0.846
H18 4.647 -1.973 0.665
H19 4.878 0.332 -0.440
H20 6.150 2.433 -0.229
H21 5.128 4.396 0.871
H22 2.852 4.242 1.811
H23 1.559 2.152 1.578
H24 2.430 0.564 3.151
H25 2.078 -0.588 5.309
H26 1.439 -2.966 5.351
H27 1.160 -4.216 3.235
H28 1.470 -3.063 1.070
Se1 -1.147 1.487 0.689
C26 -1.441 0.511 2.261
C27 -1.202 -0.866 2.312
C28 -1.502 -1.558 3.470
C29 -2.020 -0.886 4.574
C30 -2.239 0.489 4.525
C31 -1.955 1.194 3.372
H29 -0.811 -1.383 1.446
H30 -1.322 -2.624 3.517
H31 -2.250 -1.433 5.478
H32 -2.636 1.009 5.386
H33 -2.113 2.264 3.327
C32 0.768 3.944 -1.369
C33 1.601 3.026 -2.188
N5 1.662 1.705 -2.120
C34 2.604 1.297 -3.043
C35 3.110 2.385 -3.675
N6 2.467 3.464 -3.125
H34 0.159 3.373 -0.678
H35 0.117 4.554 -1.997
H36 1.404 4.615 -0.790
H37 2.866 0.263 -3.179
H38 3.845 2.474 -4.455
H39 2.612 4.427 -3.382

Here are the Löwdin charges for atoms 1 to 4, given in e: number 1, Pt, carries 0.9051; number 2, N, carries -0.0033; number 3, C, carries -0.2880; number 4, C, carries -0.1217

=====

(5)
Here is a structure of composition C35H40CdN4O3S4Si at a distorted geometry from OMol25. Energies are from the ωB97M-V functional and the def2-TZVPD basis.

Results
HOMO level   -0.51 eV
Max |F|   1.20 eV/Å
HOMO-LUMO gap   3.81 eV
Calculated total energy   -3852.39327 Eh
E_LUMO   3.3 eV
Charge   -2
Relative energy (zero: lowest compared OMol25 entry of this formula, charge and spin)   115.3 kJ/mol

CARTESIAN COORDINATES (ANGSTROEM)
Cd1 -0.498 0.412 -0.931
C1 -5.010 3.633 1.125
C2 -5.204 3.513 -0.251
C3 -4.195 3.063 -1.088
C4 -2.935 2.665 -0.577
C5 -2.768 2.777 0.825
C6 -3.773 3.261 1.646
N1 -1.940 2.138 -1.344
C7 -1.705 2.574 -2.651
C8 -2.043 3.851 -3.109
C9 -1.729 4.286 -4.395
C10 -1.023 3.451 -5.252
C11 -0.627 2.191 -4.821
C12 -0.959 1.723 -3.540
N2 -0.614 0.494 -3.056
N3 0.229 -0.294 -3.792
C13 0.532 -1.397 -3.160
C14 1.407 -2.349 -3.806
C15 1.694 -3.534 -3.213
C16 1.158 -3.834 -1.923
C17 0.397 -2.872 -1.316
N4 0.057 -1.690 -1.873
H1 -5.792 4.021 1.767
H2 -6.166 3.780 -0.679
H3 -4.369 2.979 -2.153
H4 -1.797 2.526 1.243
H5 -3.580 3.365 2.709
H6 -2.557 4.523 -2.430
H7 -2.025 5.281 -4.714
H8 -0.769 3.789 -6.253
H9 -0.056 1.531 -5.461
H10 1.803 -2.077 -4.778
H11 2.336 -4.255 -3.712
H12 1.358 -4.777 -1.427
H13 -0.002 -3.040 -0.316
C18 -4.467 -1.199 1.225
S1 -3.158 -0.714 0.081
C19 -3.275 -2.153 -1.007
O1 -1.858 -0.910 0.827
H14 -4.366 -2.257 1.473
H15 -5.432 -0.982 0.759
H16 -4.336 -0.575 2.107
H17 -4.192 -2.074 -1.600
H18 -3.252 -3.071 -0.417
H19 -2.398 -2.089 -1.659
C20 -2.129 5.765 0.032
O2 -1.793 5.895 1.415
C21 -0.776 5.164 1.958
S2 -0.732 5.259 3.646
S3 0.201 4.211 0.968
H20 -2.445 6.753 -0.313
H21 -2.956 5.058 -0.079
H22 -1.287 5.414 -0.559
C22 5.109 -6.982 -1.567
C23 5.708 -6.830 -0.199
O3 5.517 -7.571 0.703
S4 6.787 -5.353 -0.014
C24 5.487 -4.167 0.284
C25 5.443 -3.020 -0.501
C26 4.501 -2.038 -0.240
C27 3.582 -2.191 0.798
C28 3.615 -3.368 1.555
C29 4.563 -4.345 1.311
C30 2.648 -1.154 1.117
C31 1.877 -0.288 1.433
H23 4.482 -7.873 -1.620
H24 5.913 -7.038 -2.301
H25 4.517 -6.093 -1.796
H26 6.145 -2.903 -1.319
H27 4.457 -1.150 -0.860
H28 2.891 -3.502 2.349
H29 4.590 -5.250 1.907
C32 1.641 2.211 4.536
Si1 0.800 0.718 3.812
C33 -1.030 0.655 4.204
C34 1.662 -0.815 4.482
C35 0.954 0.732 1.910
H30 1.625 2.179 5.634
H31 1.147 3.134 4.208
H32 2.686 2.252 4.207
H33 -1.225 0.397 5.250
H34 -1.535 -0.075 3.561
H35 -1.473 1.642 4.010
H36 1.621 -0.832 5.579
H37 2.718 -0.817 4.183
H38 1.213 -1.744 4.107
H39 1.259 1.727 1.584
H40 -0.077 0.552 1.541

Here are the Löwdin charges for atoms 1 to 4, given in e: number 1, Cd, carries 1.3758; number 2, C, carries -0.1383; number 3, C, carries -0.1317; number 4, C, carries -0.0721